1.
{"formula": "C14H24NO2PPt", "method": "ωB97M-V/def2-TZVPD", "charge": 2, "e_tot_ev": -33004.4684, "multiplicity": 5, "s_squared": 6.034, "elements": ["C", "C", "C", "C", "C", "C", "C", "C", "N", "Pt", "C", "P", "H", "H", "H", "H", "H", "H", "H", "H", "C", "C", "H", "C", "C", "H", "H", "H", "H", "H", "H", "H", "H", "H", "H", "H", "H", "H", "H", "O", "C", "O", "H"], "xyz": [[1.085, 1.921, -3.189], [0.670, 2.558, -2.032], [0.506, 1.871, -0.812], [0.826, 0.498, -0.752], [1.198, -0.134, -1.946], [1.362, 0.560, -3.146], [0.117, 2.748, 0.346], [-1.059, 2.388, 1.272], [-1.620, 1.074, 1.206], [1.051, -0.792, 0.946], [1.431, -1.611, -1.897], [0.356, -2.224, -0.521], [0.461, 3.632, -2.065], [1.680, 0.032, -4.046], [1.186, 2.479, -4.120], [2.465, -1.853, -1.612], [1.195, -2.120, -2.835], [0.984, 2.882, 1.007], [-0.134, 3.746, -0.045], [-0.719, 2.549, 2.309], [0.842, -3.892, -0.132], [-1.250, -2.392, -1.373], [-1.892, 3.090, 1.071], [-2.387, 0.692, 0.051], [-2.038, 0.499, 2.459], [1.579, -1.990, 2.073], [-3.342, 1.253, 0.042], [-1.837, 0.914, -0.880], [-2.623, -0.386, 0.098], [-2.992, 0.958, 2.770], [-2.171, -0.591, 2.371], [-1.289, 0.761, 3.230], [-1.169, -3.177, -2.140], [-2.013, -2.677, -0.642], [-1.556, -1.459, -1.857], [0.788, -4.527, -1.024], [1.856, -3.890, 0.284], [0.150, -4.258, 0.637], [0.752, -1.869, 2.278], [2.149, 1.600, 3.973], [1.918, 0.688, 3.199], [1.223, 0.798, 2.082], [2.260, -0.350, 3.362]], "lowdin_spin": [0.174, 0.026, 0.286, 0.307, 0.034, 0.248, 0.068, 0.071, 0.623, 0.943, 0.043, 0.204, -0.002, 0.010, 0.005, 0.000, 0.006, 0.024, 0.000, 0.001, 0.023, 0.067, 0.037, 0.070, 0.066, 0.067, 0.035, 0.014, 0.007, 0.038, 0.012, 0.006, 0.011, 0.002, 0.001, 0.004, 0.004, 0.002, 0.035, 0.110, 0.003, 0.312, 0.003]}



2.
{"formula": "C14H24NOTl", "method": "ωB97M-V/def2-TZVPD", "charge": 0, "e_tot_ev": -23136.1594, "elements": ["Tl", "C", "C", "C", "C", "C", "C", "C", "C", "C", "C", "H", "H", "H", "H", "H", "H", "H", "H", "H", "H", "H", "H", "H", "H", "H", "C", "N", "C", "C", "C", "O", "H", "H", "H", "H", "H", "H", "H", "H", "H"], "xyz": [[-0.967, -1.663, -1.333], [-2.342, 1.404, -0.182], [-3.384, 0.951, 0.741], [-2.742, 0.199, 1.774], [-1.352, 0.166, 1.483], [-1.063, 1.035, 0.362], [0.252, 1.481, -0.160], [-0.466, -0.803, 2.203], [-3.403, -0.622, 2.819], [-4.811, 1.190, 0.537], [-2.590, 2.015, -1.530], [0.907, 1.941, 0.567], [-0.010, 2.240, -0.923], [0.793, 0.682, -0.677], [-0.768, -1.849, 2.052], [-0.569, -0.682, 3.264], [0.597, -0.673, 1.851], [-2.777, -0.756, 3.726], [-3.715, -1.589, 2.470], [-4.365, -0.113, 3.089], [-5.003, 2.239, 0.709], [-5.427, 0.593, 1.215], [-5.116, 1.017, -0.504], [-2.484, 3.115, -1.520], [-3.647, 1.842, -1.758], [-2.000, 1.573, -2.338], [5.066, -0.908, -1.768], [3.598, -0.873, -1.648], [2.941, -0.040, -2.632], [2.931, -1.381, -0.544], [3.770, -1.923, 0.577], [1.706, -1.411, -0.458], [5.191, -1.018, -2.883], [5.456, -1.809, -1.247], [5.533, 0.025, -1.341], [3.451, -0.184, -3.602], [2.953, 1.021, -2.327], [1.883, -0.335, -2.684], [4.298, -1.079, 1.140], [4.598, -2.594, 0.225], [3.075, -2.423, 1.256]], "lowdin_charge": [0.934, -0.271, -0.245, -0.261, -0.298, -0.318, -0.087, -0.097, -0.075, -0.083, -0.091, 0.075, 0.080, 0.007, 0.062, 0.052, 0.074, 0.075, 0.060, 0.079, 0.073, 0.067, 0.067, 0.076, 0.055, 0.055, -0.049, -0.167, -0.049, -0.483, 0.000, -0.158, 0.098, 0.076, 0.110, 0.091, 0.105, 0.072, 0.123, 0.082, 0.087]}



3.
{"formula": "C14H25B3Br3IN2O6", "method": "ωB97M-V/def2-TZVPD", "charge": 0, "e_tot_ev": -250454.7408, "elements": ["C", "C", "C", "I", "B", "O", "B", "C", "C", "O", "Br", "O", "B", "C", "Br", "C", "C", "Br", "O", "H", "H", "H", "H", "H", "H", "H", "H", "H", "H", "H", "C", "C", "O", "N", "C", "H", "H", "H", "H", "H", "H", "H", "C", "C", "O", "N", "C", "H", "H", "H", "H", "H", "H", "H"], "xyz": [[4.225, 3.814, 1.697], [5.105, 3.081, 0.683], [4.295, 2.085, -0.142], [5.531, 1.154, -1.625], [3.663, 0.950, 0.721], [2.293, 0.719, 0.704], [1.753, 0.590, 1.972], [0.452, 1.371, 2.385], [-0.302, 1.862, 1.190], [-1.120, 1.274, 0.578], [0.220, 3.661, 0.624], [2.459, -0.152, 2.896], [3.822, 0.129, 2.878], [4.581, 0.481, 4.186], [3.451, 0.861, 5.656], [5.911, 0.550, 4.292], [6.875, 0.209, 3.183], [6.750, 1.050, 5.898], [4.417, 0.201, 1.624], [4.848, 4.370, 2.401], [3.547, 4.518, 1.212], [3.621, 3.122, 2.298], [5.926, 2.573, 1.197], [5.572, 3.805, 0.010], [3.509, 2.598, -0.697], [-0.214, 0.772, 3.011], [0.803, 2.215, 2.988], [6.834, -0.862, 2.972], [6.625, 0.742, 2.266], [7.892, 0.454, 3.473], [-5.360, -1.684, 0.032], [-4.567, -2.882, -0.429], [-5.107, -3.942, -0.725], [-3.225, -2.737, -0.533], [-2.428, -1.556, -0.264], [-6.409, -1.965, 0.058], [-5.051, -1.369, 1.030], [-5.226, -0.854, -0.664], [-2.752, -3.571, -0.845], [-1.892, -1.236, -1.157], [-1.701, -1.757, 0.525], [-3.063, -0.737, 0.055], [-5.255, -0.687, -5.552], [-5.210, -1.189, -4.126], [-4.864, -0.464, -3.204], [-5.569, -2.476, -3.902], [-6.002, -3.471, -4.859], [-4.940, 0.351, -5.551], [-4.585, -1.263, -6.192], [-6.264, -0.755, -5.961], [-5.520, -2.748, -2.930], [-7.007, -3.825, -4.622], [-5.331, -4.331, -4.854], [-6.014, -3.049, -5.859]], "lowdin_charge": [-0.068, -0.311, -0.613, 0.929, -0.698, 0.299, -0.552, -0.037, -0.792, 0.070, 0.727, 0.270, -0.606, -0.578, 0.791, -0.756, -0.106, 0.774, 0.265, 0.085, 0.075, 0.075, 0.093, 0.103, 0.084, 0.138, 0.119, 0.103, 0.069, 0.061, -0.012, -0.567, 0.007, 0.017, -0.080, 0.083, 0.084, 0.069, 0.139, 0.087, 0.079, 0.067, -0.013, -0.545, 0.025, 0.023, -0.073, 0.080, 0.082, 0.083, 0.114, 0.085, 0.085, 0.069]}



4.
{"formula": "C14H25B3F3NO8", "method": "ωB97M-V/def2-TZVPD", "charge": 0, "de_lowest_ev": 0.0000, "e_tot_ev": -42982.0456, "elements": ["C", "C", "C", "F", "B", "O", "B", "O", "B", "N", "C", "O", "F", "C", "O", "F", "O", "H", "H", "H", "H", "H", "H", "H", "C", "C", "O", "C", "H", "H", "H", "H", "H", "H", "C", "C", "O", "C", "H", "H", "H", "H", "H", "H", "C", "C", "O", "C", "H", "H", "H", "H", "H", "H"], "xyz": [[-1.841, -1.705, 4.267], [-1.362, -1.665, 2.809], [-0.493, -2.873, 2.413], [0.544, -2.417, 1.573], [-1.403, -3.848, 1.578], [-2.612, -4.317, 2.053], [-3.629, -4.026, 1.160], [-3.391, -4.286, -0.185], [-2.143, -3.835, -0.537], [-2.025, -2.909, -1.712], [-1.410, -3.492, -2.863], [-2.016, -3.990, -3.736], [-0.082, -3.471, -2.854], [-1.556, -1.635, -1.317], [-2.254, -0.821, -0.815], [-0.266, -1.411, -1.531], [-1.075, -4.167, 0.249], [-2.869, -2.050, 4.332], [-1.773, -0.720, 4.714], [-1.249, -2.400, 4.855], [-0.730, -0.794, 2.660], [-2.209, -1.552, 2.133], [-0.047, -3.337, 3.289], [-4.632, -3.481, 1.480], [-1.237, 2.030, -2.442], [-1.346, 3.212, -1.511], [-0.368, 3.735, -1.031], [-2.738, 3.707, -1.206], [-0.189, 1.771, -2.578], [-1.764, 1.178, -2.014], [-1.674, 2.274, -3.412], [-3.323, 2.912, -0.741], [-3.236, 4.016, -2.127], [-2.682, 4.555, -0.528], [2.708, -3.141, -0.468], [4.055, -3.787, -0.248], [4.383, -4.218, 0.832], [4.976, -3.870, -1.443], [2.148, -3.144, 0.460], [2.839, -2.112, -0.806], [2.152, -3.696, -1.225], [5.193, -2.869, -1.819], [4.504, -4.448, -2.239], [5.906, -4.353, -1.154], [3.154, 7.615, -0.248], [1.700, 7.687, 0.156], [1.089, 8.729, 0.127], [1.056, 6.395, 0.593], [3.500, 8.603, -0.541], [3.758, 7.256, 0.587], [3.275, 6.928, -1.087], [1.579, 5.992, 1.461], [1.090, 5.662, -0.214], [0.017, 6.579, 0.855]], "lowdin_charge": [-0.068, -0.165, -0.166, -0.032, -0.455, 0.286, -0.283, 0.311, -0.583, 0.241, -0.463, 0.233, 0.159, -0.470, 0.200, 0.172, 0.354, 0.076, 0.074, 0.075, 0.124, 0.108, 0.149, 0.130, -0.017, -0.493, 0.065, -0.018, 0.084, 0.054, 0.089, 0.085, 0.086, 0.080, -0.019, -0.501, 0.070, -0.027, 0.057, 0.092, 0.079, 0.083, 0.083, 0.079, -0.028, -0.507, 0.065, -0.026, 0.078, 0.082, 0.083, 0.086, 0.066, 0.080]}



5.
{"formula": "C14H25BBrN2O7P", "method": "ωB97M-V/def2-TZVPD", "charge": 0, "e_tot_ev": -112242.7890, "smiles": "N#C[C@H](CB(O)O)[C@](C#N)(COO)P(O)Br.C1CCOC1.C1CCOC1", "elements": ["N", "C", "C", "C", "B", "O", "O", "C", "C", "N", "C", "O", "O", "P", "O", "Br", "H", "H", "H", "H", "H", "H", "H", "H", "H", "C", "C", "C", "O", "C", "H", "H", "H", "H", "H", "H", "H", "H", "C", "C", "C", "O", "C", "H", "H", "H", "H", "H", "H", "H", "H"], "xyz": [[-3.456, 3.525, 2.922], [-3.164, 2.634, 2.261], [-2.836, 1.550, 1.332], [-1.634, 1.979, 0.447], [-0.319, 1.186, 0.852], [0.736, 1.820, 1.488], [-0.243, -0.171, 0.644], [-4.109, 1.194, 0.516], [-3.747, 0.303, -0.574], [-3.414, -0.396, -1.422], [-4.760, 2.482, -0.073], [-5.478, 2.208, -1.252], [-4.629, 2.574, -2.348], [-5.432, 0.353, 1.595], [-6.162, -0.482, 0.402], [-4.220, -1.276, 2.543], [-2.552, 0.691, 1.936], [-1.842, 1.777, -0.604], [-1.439, 3.045, 0.544], [1.257, 2.308, 0.842], [-0.035, -0.435, -0.262], [-5.444, 2.918, 0.653], [-3.973, 3.200, -0.292], [-4.584, 1.737, -2.832], [-6.188, -1.425, 0.603], [4.571, -0.353, 2.973], [3.488, -1.345, 2.551], [3.028, -0.752, 1.226], [4.178, -0.108, 0.658], [5.214, -0.013, 1.635], [5.283, -0.758, 3.690], [4.114, 0.537, 3.410], [3.924, -2.334, 2.397], [2.675, -1.438, 3.270], [2.248, -0.007, 1.388], [2.653, -1.499, 0.524], [6.006, -0.728, 1.384], [5.636, 0.992, 1.606], [2.861, -2.198, -2.887], [1.548, -2.733, -3.460], [0.526, -2.133, -2.502], [1.073, -0.886, -2.063], [2.457, -0.800, -2.446], [3.683, -2.190, -3.601], [3.165, -2.794, -2.024], [1.394, -2.347, -4.470], [1.497, -3.819, -3.499], [0.374, -2.779, -1.631], [-0.443, -1.950, -2.969], [2.549, -0.081, -3.267], [3.035, -0.435, -1.597]], "lowdin_charge": [0.192, -0.207, -0.311, -0.021, -0.629, 0.145, 0.151, -0.539, -0.260, 0.220, -0.195, -0.135, -0.007, 0.652, -0.358, 0.364, 0.072, 0.112, 0.115, 0.115, 0.085, 0.122, 0.133, 0.097, 0.039, -0.167, -0.157, -0.197, -0.153, -0.207, 0.110, 0.114, 0.113, 0.114, 0.093, 0.113, 0.116, 0.115, -0.161, -0.163, -0.198, -0.170, -0.185, 0.113, 0.113, 0.114, 0.112, 0.121, 0.119, 0.121, 0.100]}